1.
This record from the Open Molecules 2025 dataset describes a 7-piece molecular cluster, C14H43BN11O6 overall at a distorted geometry. The level of theory is ωB97M-V with the def2-TZVPD basis set.

Gap between HOMO and LUMO, eV: 8.76
Charge: -1
E_LUMO, eV: 2.43

Last column: Mulliken charge in e.
Cartesian coordinates (Å):
1 B 25.211 26.116 -14.225  1.704
2 H 25.584 25.144 -13.778  -0.893
3 H 25.713 26.986 -13.685  -0.674
4 H 25.492 26.224 -15.321  0.168
5 H 24.088 26.253 -14.136  -0.908
6 C 21.713 29.087 -10.732  -1.848
7 C 21.552 29.051 -12.301  2.007
8 C 20.125 28.825 -12.784  -1.339
9 C 19.197 30.013 -12.815  -0.852
10 C 19.759 31.193 -13.622  -1.136
11 C 21.231 31.460 -13.230  1.403
12 N 22.050 30.281 -12.913  0.792
13 O 23.312 30.687 -12.467  -0.608
14 C 21.866 32.160 -14.407  -1.958
15 C 21.054 32.359 -11.986  -1.755
16 C 22.302 27.860 -12.931  -1.759
17 H 20.951 29.715 -10.268  0.388
18 H 22.644 29.567 -10.429  0.413
19 H 21.714 28.056 -10.381  0.417
20 H 20.024 28.439 -13.802  0.427
21 H 19.668 28.048 -12.165  0.474
22 H 18.900 30.239 -11.788  0.374
23 H 18.313 29.657 -13.349  0.433
24 H 19.097 32.031 -13.403  0.357
25 H 19.630 31.014 -14.692  0.384
26 H 21.313 32.968 -14.894  0.377
27 H 22.888 32.492 -14.224  0.353
28 H 21.909 31.513 -15.289  0.433
29 H 20.463 33.271 -12.088  0.423
30 H 20.678 31.817 -11.117  0.368
31 H 22.002 32.750 -11.602  0.341
32 H 22.107 27.854 -14.004  0.355
33 H 21.949 26.892 -12.571  0.511
34 H 23.370 27.997 -12.771  -0.293
35 H 23.862 30.387 -13.202  0.321
36 C 24.821 29.207 -16.453  0.405
37 O 24.623 30.348 -16.874  -0.729
38 N 23.971 28.221 -16.798  -0.257
39 N 25.838 28.832 -15.639  -0.227
40 H 23.337 28.537 -17.509  0.200
41 H 24.098 27.351 -16.308  0.248
42 H 25.812 27.939 -15.149  -0.024
43 H 26.301 29.630 -15.234  0.236
44 C 25.947 28.535 -10.367  0.574
45 O 25.260 28.944 -9.431  -0.655
46 N 26.867 27.571 -10.140  -0.401
47 N 25.812 28.768 -11.699  -0.295
48 H 27.258 27.080 -10.919  0.159
49 H 26.983 27.281 -9.185  0.215
50 H 26.351 28.109 -12.222  -0.077
51 H 24.920 29.116 -12.010  0.239
52 C 24.770 22.729 -11.969  0.505
53 O 24.381 21.811 -11.248  -0.695
54 N 23.980 23.744 -12.405  -0.046
55 N 26.091 22.948 -12.189  -0.255
56 H 24.489 24.515 -12.822  -0.008
57 H 23.029 23.542 -12.146  0.155
58 H 26.404 23.881 -12.386  0.053
59 H 26.732 22.188 -12.059  0.195
60 C 28.615 25.054 -15.593  0.333
61 O 29.526 24.455 -16.148  -0.701
62 N 28.653 26.216 -14.897  -0.277
63 N 27.369 24.493 -15.521  -0.206
64 H 29.529 26.694 -14.782  0.203
65 H 27.772 26.703 -14.887  0.286
66 H 26.645 24.990 -14.995  0.401
67 H 27.242 23.606 -15.970  0.135
68 C 22.883 24.262 -16.675  0.372
69 O 22.318 23.679 -17.589  -0.717
70 N 22.392 25.402 -16.143  -0.133
71 N 24.006 23.852 -16.015  -0.227
72 H 22.777 25.803 -15.305  -0.147
73 H 21.528 25.766 -16.503  0.177
74 H 24.436 24.477 -15.339  0.577
75 H 24.481 23.065 -16.422  0.209

---

2.
This record from the Open Molecules 2025 dataset describes C14H43Fe2O23P2Pd as an isolated structure at a distorted geometry. The level of theory is ωB97M-V with the def2-TZVPD basis set.

Gap between HOMO and LUMO (spin up / spin down), eV: 7.34 / 6.62
Charge: -1
2S+1: 11
E_LUMO (spin up / spin down), eV: 1.77 / 1.75

Last column: Mulliken spin population.
Cartesian coordinates (Å):
1 Fe 1.775 -0.213 1.454  3.741
2 Fe -0.739 2.382 0.941  4.175
3 Pd 1.714 0.896 -1.629  0.939
4 O 3.014 -0.177 -0.123  0.124
5 H 3.877 0.147 -0.365  -0.002
6 P 0.696 2.366 3.099  -0.009
7 O 1.691 1.198 2.843  0.062
8 O 0.725 3.366 1.849  0.189
9 O 0.763 2.880 4.467  0.023
10 O -0.787 1.824 2.804  0.318
11 P -0.568 -0.093 -0.067  0.109
12 O -0.077 -1.087 1.018  0.087
13 O 0.565 1.003 0.285  -0.018
14 O -1.798 0.814 0.243  0.080
15 O -0.200 -0.363 -1.531  0.010
16 C -2.923 0.947 -2.988  0.001
17 C -3.178 -0.493 -3.400  0.000
18 O -2.519 -1.413 -2.545  0.000
19 O -3.599 1.291 -1.807  0.001
20 H -3.221 1.601 -3.822  0.000
21 H -1.831 1.074 -2.905  0.000
22 H -2.800 -0.645 -4.429  0.000
23 H -4.246 -0.708 -3.376  0.000
24 H -1.692 -0.979 -2.219  0.004
25 H -3.045 1.039 -1.032  0.004
26 C -4.424 -0.580 2.387  0.000
27 C -3.596 -1.711 1.875  -0.001
28 O -2.364 -1.784 2.584  0.002
29 O -3.976 0.699 1.961  0.001
30 H -4.409 -0.633 3.481  0.000
31 H -5.471 -0.713 2.070  0.000
32 H -3.388 -1.597 0.800  0.000
33 H -4.153 -2.649 2.008  0.000
34 H -1.641 -1.599 1.959  0.002
35 H -3.271 0.550 1.310  -0.002
36 C 2.393 -2.269 3.803  0.001
37 C 1.312 -1.433 4.445  -0.009
38 O 1.807 -0.330 5.112  0.000
39 O 2.907 -1.577 2.627  0.017
40 H 2.007 -3.242 3.491  0.001
41 H 3.230 -2.369 4.499  0.001
42 H 0.785 -2.072 5.161  0.000
43 H 0.567 -1.152 3.683  0.011
44 H 1.900 0.392 4.454  0.005
45 H 3.829 -1.817 2.526  0.001
46 C -1.923 4.925 0.254  -0.004
47 C -1.659 4.355 -1.105  -0.003
48 O -0.716 3.289 -0.972  0.078
49 O -2.263 3.841 1.141  0.050
50 H -2.767 5.613 0.168  -0.003
51 H -1.060 5.484 0.627  0.002
52 H -1.318 5.115 -1.811  -0.001
53 H -2.603 3.961 -1.507  0.001
54 H -0.386 2.933 -1.808  -0.002
55 H -2.886 4.121 1.817  0.000
56 C -1.064 -5.502 -0.311  0.000
57 C -0.293 -4.245 -0.115  -0.001
58 O -0.255 -3.879 1.263  0.000
59 O -2.455 -5.394 0.027  0.000
60 H -0.654 -6.308 0.300  0.000
61 H -0.966 -5.825 -1.362  0.000
62 H -0.682 -3.429 -0.740  0.000
63 H 0.740 -4.407 -0.472  0.000
64 H -0.306 -2.907 1.286  -0.001
65 H -2.795 -4.600 -0.401  0.000
66 C 2.036 -2.832 -2.818  -0.001
67 C 2.720 -1.934 -3.801  0.005
68 O 2.563 -0.578 -3.329  0.011
69 O 0.654 -2.612 -2.781  -0.001
70 H 2.462 -2.640 -1.818  -0.002
71 H 2.250 -3.874 -3.063  0.000
72 H 2.218 -2.042 -4.770  0.001
73 H 3.788 -2.161 -3.899  0.000
74 H 2.627 0.002 -4.094  0.001
75 H 0.494 -1.703 -2.461  -0.002
76 C 4.596 2.997 -1.240  0.000
77 C 3.479 3.828 -0.653  -0.001
78 O 2.312 3.028 -0.482  -0.002
79 O 4.212 2.495 -2.534  -0.001
80 H 4.753 2.141 -0.566  0.001
81 H 5.531 3.564 -1.268  0.000
82 H 3.265 4.664 -1.335  0.000
83 H 3.865 4.192 0.307  -0.001
84 H 1.834 3.342 0.320  0.005
85 H 5.006 2.214 -2.996  0.000

---

3.
This record from the Open Molecules 2025 dataset describes a 12-piece molecular cluster, C14H43N7O21 overall at a distorted geometry. The level of theory is ωB97M-V with the def2-TZVPD basis set.

Gap between HOMO and LUMO, eV: 8.78
SMILES: C[N+](=O)[O-].C[N+](=O)[O-].C[N+](=O)[O-].C[N+](=O)[O-].C[N+](=O)[O-].C[N+](=O)[O-].C[N+](=O)[O-].COC(=O)OC.CO.CO.CO.CO
E_LUMO, eV: -1.01

Last column: Mulliken charge in e.
Cartesian coordinates (Å):
1 C 1.061 -0.539 -0.334  -0.888
2 N 0.277 0.696 -0.621  0.785
3 O 0.828 1.781 -0.603  -0.466
4 O -0.897 0.565 -0.905  -0.120
5 H 2.063 -0.423 -0.730  0.419
6 H 0.559 -1.374 -0.811  0.239
7 H 1.062 -0.675 0.748  0.087
8 C -0.980 3.554 1.603  -0.190
9 N -2.157 4.300 2.129  0.975
10 O -2.995 4.672 1.335  -0.567
11 O -2.194 4.404 3.340  -0.558
12 H -1.213 2.503 1.768  -0.226
13 H -0.113 3.889 2.159  0.298
14 H -0.853 3.642 0.527  0.255
15 C 3.643 3.630 0.037  -0.637
16 N 3.935 2.834 1.267  0.850
17 O 3.501 1.698 1.286  -0.518
18 O 4.438 3.384 2.206  -0.514
19 H 4.468 3.568 -0.668  0.290
20 H 3.544 4.649 0.398  0.320
21 H 2.738 3.262 -0.432  0.165
22 C 0.152 -1.809 -4.405  -0.446
23 N -1.218 -2.332 -4.497  1.016
24 O -2.082 -1.896 -3.779  -0.523
25 O -1.388 -3.205 -5.303  -0.586
26 H 0.856 -2.622 -4.241  0.307
27 H 0.313 -1.141 -3.565  -0.061
28 H 0.334 -1.294 -5.344  0.277
29 C 4.569 -4.501 -2.118  -0.770
30 N 3.672 -3.315 -2.050  0.827
31 O 3.113 -3.100 -1.001  -0.402
32 O 3.397 -2.823 -3.129  -0.552
33 H 5.206 -4.461 -2.994  0.319
34 H 3.937 -5.383 -2.102  0.312
35 H 5.229 -4.485 -1.252  0.277
36 C 5.693 -1.687 0.099  -0.607
37 N 6.641 -1.336 1.202  0.871
38 O 7.804 -1.628 1.027  -0.555
39 O 6.183 -0.995 2.267  -0.523
40 H 4.924 -0.970 -0.169  0.152
41 H 5.266 -2.583 0.545  0.273
42 H 6.323 -1.879 -0.764  0.383
43 C -2.708 -1.690 -0.272  -0.173
44 N -3.731 -2.563 0.334  1.129
45 O -4.775 -2.703 -0.273  -0.615
46 O -3.422 -3.188 1.328  -0.601
47 H -3.175 -1.017 -0.983  0.277
48 H -2.000 -2.275 -0.858  0.209
49 H -2.134 -1.146 0.469  -0.275
50 C -3.948 1.965 -1.688  -0.290
51 O -5.130 2.532 -1.128  -0.367
52 C -5.327 2.360 0.170  0.785
53 O -4.659 1.710 0.924  -0.542
54 O -6.407 3.068 0.491  -0.379
55 C -6.923 2.915 1.802  -0.720
56 H -3.278 2.806 -1.880  0.255
57 H -4.214 1.506 -2.637  0.284
58 H -3.443 1.278 -1.016  -0.011
59 H -6.787 1.929 2.237  0.326
60 H -8.001 3.088 1.755  0.246
61 H -6.553 3.758 2.388  0.298
62 C -0.534 1.461 -4.324  -0.420
63 O 0.838 1.433 -3.881  -0.461
64 H -1.124 2.364 -4.126  0.335
65 H -0.496 1.326 -5.405  0.350
66 H -1.085 0.726 -3.740  -0.033
67 H 1.213 2.252 -4.222  0.261
68 C -0.498 -3.466 2.632  -0.502
69 O 0.716 -2.955 2.085  -0.272
70 H -0.916 -4.295 2.051  0.307
71 H -0.300 -3.814 3.651  0.326
72 H -1.257 -2.688 2.611  0.011
73 H 1.331 -3.682 1.966  0.198
74 C 2.081 -0.467 3.527  -0.603
75 O 1.400 0.553 2.848  -0.270
76 H 2.947 -0.141 4.121  0.298
77 H 1.432 -0.993 4.220  0.235
78 H 2.547 -1.150 2.809  0.162
79 H 1.985 1.089 2.301  0.239
80 C -1.852 0.215 3.066  -0.362
81 O -3.239 -0.110 2.804  -0.533
82 H -1.496 -0.601 3.690  0.207
83 H -1.317 0.219 2.113  -0.161
84 H -1.792 1.171 3.587  0.495
85 H -3.607 0.649 2.329  0.363

---

| no. | calculated total energy (a.u.) |
| --- | --- |
| 1 | -1637.988660 |
| 2 | -5628.097082 |
| 3 | -2521.801252 |